{
  "formula": "C10H16",
  "method": "wB97M-V/def2-TZVPD",
  "gap_ev": 9.86,
  "e_above_lowest_ev": 2.410,
  "largest_force_ha_per_bohr": 0.137,
  "smiles": "CCc1ccccc1.CC",
  "species": ["C", "C", "C", "C", "C", "C", "C", "C", "H", "H", "H", "H", "H", "H", "H", "H", "H", "H", "C", "C", "H", "H", "H", "H", "H", "H"],
  "xyz": [[-0.9575, -2.0972, -1.1073], [-0.8267, -0.6872, -1.6272], [0.3001, 0.2424, -1.0629], [1.5811, -0.2791, -0.7653], [2.5624, 0.6338, -0.3261], [2.1606, 2.0016, -0.1313], [0.8793, 2.4117, -0.3900], [-0.1116, 1.5793, -0.8689], [-0.5548, -2.1281, -0.0228], [-0.6145, -2.9648, -1.6151], [-1.9793, -2.2663, -0.9678], [-0.7573, -0.5374, -2.7164], [-1.8319, -0.1200, -1.6103], [1.8116, -1.3536, -1.0764], [3.4864, 0.2061, -0.2575], [2.8898, 2.7037, 0.1058], [0.6279, 3.5595, -0.4619], [-0.9352, 1.8362, -1.3324], [-2.5077, -0.6461, 2.4190], [-1.4664, -1.8078, 2.8837], [-2.2596, 0.2328, 2.9970], [-2.2092, -0.2794, 1.3897], [-3.6699, -0.7630, 2.5696], [-0.3772, -1.3907, 2.7342], [-1.6046, -2.6557, 2.2315], [-1.7049, -2.1878, 3.8905]],
  "forces_ev_per_a": [[0.857, 0.764, 2.768], [-0.340, 2.427, -1.394], [-1.906, -1.442, 0.269], [-0.473, 0.516, -0.755], [-4.167, 0.978, -0.600], [0.538, -2.873, -0.391], [-1.293, 3.503, -0.958], [6.071, -3.276, 1.519], [-0.359, -0.041, -1.692], [0.895, -0.278, -0.866], [-1.769, -0.439, 0.196], [0.593, -1.037, -0.140], [1.309, -0.870, 1.049], [-0.248, 1.625, 0.774], [2.723, -0.203, 0.587], [1.124, 1.134, 0.550], [0.751, -2.238, 0.659], [-4.330, 1.742, -1.535], [0.311, -0.132, 0.015], [-0.416, 1.787, -0.863], [-0.032, 0.279, 0.509], [-0.804, -0.855, 0.796], [2.439, -0.391, -0.563], [-2.152, -0.905, 0.631], [0.190, -0.313, -0.350], [0.489, 0.539, -0.214]]
}